{
  "formula": "C17H25IN6O5",
  "method": "ωB97M-V/def2-TZVPD",
  "elements": ["O", "O", "I", "N", "N", "O", "O", "O", "C", "C", "C", "C", "C", "C", "C", "C", "N", "N", "N", "N", "C", "C", "C", "C", "C", "C", "C", "C", "C", "H", "H", "H", "H", "H", "H", "H", "H", "H", "H", "H", "H", "H", "H", "H", "H", "H", "H", "H", "H", "H", "H", "H", "H", "H"],
  "coordinates": [[3.868, 1.617, 2.535], [2.327, -2.949, 4.350], [2.856, -0.034, -1.059], [-0.754, -3.689, -2.190], [-2.198, -1.930, -2.836], [-2.110, 2.033, -4.034], [-3.987, 1.299, -1.083], [-5.051, 3.178, -2.540], [3.471, 0.484, 2.756], [2.065, -1.756, 4.463], [0.742, -0.226, -1.783], [-0.053, 0.831, -2.140], [-1.911, -3.225, -2.670], [0.137, -2.789, -1.858], [-1.254, -1.056, -2.501], [-0.034, -1.440, -2.006], [1.278, -3.331, -1.394], [2.359, -1.068, 5.574], [-1.278, 0.330, -2.579], [2.170, 0.285, 2.974], [4.471, -0.656, 2.788], [2.976, -1.652, 6.765], [-2.612, 4.311, -4.683], [-2.445, 1.118, -2.988], [-3.145, 3.016, -4.074], [-3.008, 1.999, -1.870], [-3.616, 3.190, -2.621], [1.158, -1.762, 2.017], [1.446, -0.955, 3.295], [-4.455, 1.920, -0.496], [-5.385, 2.283, -2.740], [0.238, 1.876, -2.111], [-2.673, -3.949, -2.946], [1.327, -4.320, -1.601], [2.100, -2.760, -1.549], [2.164, -0.079, 5.578], [1.613, 1.117, 2.860], [4.645, -0.964, 3.816], [5.408, -0.309, 2.355], [4.107, -1.498, 2.207], [3.279, -0.866, 7.458], [3.855, -2.234, 6.477], [2.266, -2.317, 7.261], [-2.304, 4.141, -5.718], [-1.749, 4.675, -4.117], [-3.389, 5.082, -4.675], [-3.229, 0.436, -3.338], [-3.971, 2.646, -4.691], [-2.195, 2.352, -1.228], [-3.230, 4.128, -2.205], [0.515, -2.610, 2.256], [2.078, -2.145, 1.581], [0.647, -1.134, 1.287], [0.471, -0.643, 3.669]],
  "e_tot_ev": -45314.1430,
  "smiles": "C[C@H]1O[C@@H](n2cc(I)c3c(N)ncnc32)[C@H](O)[C@@H]1O.CNC(=O)[C@H](C)NC(C)=O",
  "gap_ha": 0.309
}

{
  "formula": "C17H25MoN2O2S8",
  "method": "ωB97M-V/def2-TZVPD",
  "elements": ["Mo", "C", "C", "S", "C", "C", "S", "C", "C", "S", "C", "C", "S", "H", "H", "H", "H", "H", "H", "H", "H", "H", "H", "H", "H", "H", "H", "H", "H", "S", "C", "S", "S", "N", "C", "S", "C", "C", "C", "N", "C", "C", "H", "H", "H", "H", "H", "H", "C", "O", "C", "O", "H", "H", "H"],
  "coordinates": [[-0.035, 0.140, 0.792], [3.407, -0.651, 1.271], [2.792, -1.735, 2.139], [1.106, -1.347, 2.691], [0.474, -3.037, 2.838], [-1.025, -3.015, 3.102], [-2.013, -2.152, 1.870], [-2.175, -3.341, 0.535], [-0.944, -3.550, -0.337], [-0.112, -2.036, -0.914], [1.558, -2.705, -0.998], [2.558, -1.601, -1.275], [2.439, -0.166, -0.184], [4.394, -0.960, 0.923], [3.534, 0.271, 1.834], [3.415, -1.871, 3.024], [2.766, -2.687, 1.609], [0.989, -3.501, 3.681], [0.721, -3.602, 1.940], [-1.225, -2.498, 4.042], [-1.393, -4.035, 3.221], [-3.002, -2.964, -0.060], [-2.476, -4.312, 0.935], [-1.218, -4.121, -1.226], [-0.191, -4.129, 0.197], [1.599, -3.437, -1.807], [1.796, -3.227, -0.072], [2.428, -1.208, -2.285], [3.583, -1.970, -1.218], [0.133, 2.445, 4.796], [0.008, 1.781, 3.343], [-1.362, 0.944, 2.647], [1.288, 1.701, 2.126], [0.791, 5.125, -4.275], [-0.242, 5.082, -3.415], [-1.528, 6.077, -3.431], [-0.139, 3.956, -2.425], [0.222, 2.676, -2.835], [0.251, 1.664, -1.898], [-0.017, 1.864, -0.602], [-0.373, 3.095, -0.210], [-0.452, 4.153, -1.090], [0.808, 5.851, -4.974], [1.626, 4.585, -4.126], [0.431, 2.444, -3.870], [0.469, 0.647, -2.203], [-0.616, 3.211, 0.835], [-0.769, 5.124, -0.737], [-3.994, 1.491, -0.679], [-2.693, 1.437, -0.061], [-2.076, 0.250, -0.089], [-2.579, -0.707, -0.638], [-4.252, 2.545, -0.715], [-4.712, 0.948, -0.065], [-3.969, 1.058, -1.676]],
  "e_tot_ev": -113643.1650,
  "total_charge": 1,
  "spin_multiplicity": 3,
  "gap_ha": [0.274, 0.252]
}

{
  "formula": "C17H25N3O4",
  "method": "ωB97M-V/def2-TZVPD",
  "elements": ["C", "H", "H", "H", "O", "C", "O", "C", "N", "C", "O", "C", "H", "H", "C", "C", "N", "N", "C", "O", "C", "C", "C", "C", "C", "C", "H", "H", "H", "H", "H", "H", "H", "H", "H", "H", "H", "H", "H", "C", "C", "H", "C", "H", "H", "H", "H", "H", "H"],
  "coordinates": [[0.572, 3.698, -0.485], [-0.254, 4.159, 0.052], [0.253, 3.372, -1.477], [1.407, 4.394, -0.588], [0.964, 2.565, 0.279], [2.088, 1.964, -0.104], [2.854, 2.394, -0.926], [2.349, 0.711, 0.726], [2.542, -0.427, -0.163], [1.752, -0.548, -1.236], [0.920, 0.306, -1.503], [1.892, -1.817, -2.069], [1.406, -1.614, -3.023], [2.942, -2.044, -2.246], [1.188, -3.004, -1.361], [0.328, -2.473, -0.276], [0.616, -2.410, 0.982], [-0.372, -1.702, 1.576], [-1.211, -1.372, 0.649], [-0.832, -1.848, -0.556], [-2.413, -0.517, 0.779], [-2.101, 0.857, 0.166], [-3.321, 1.765, 0.258], [-4.521, 1.130, -0.439], [-4.829, -0.233, 0.172], [-3.615, -1.150, 0.072], [-3.839, -2.120, 0.522], [-3.364, -1.312, -0.979], [-5.677, -0.691, -0.343], [-5.103, -0.108, 1.222], [-5.392, 1.782, -0.352], [-4.298, 1.008, -1.502], [-3.092, 2.729, -0.200], [-3.564, 1.941, 1.309], [-1.810, 0.724, -0.878], [-1.254, 1.306, 0.687], [-2.621, -0.403, 1.847], [1.911, -3.685, -0.914], [0.578, -3.557, -2.076], [3.622, -1.289, 0.275], [4.011, -0.718, 1.638], [3.398, -1.178, 2.413], [3.656, 0.762, 1.511], [4.406, 1.290, 0.919], [3.541, 1.257, 2.472], [5.061, -0.881, 1.870], [4.457, -1.227, -0.433], [3.285, -2.323, 0.357], [1.485, 0.530, 1.379]],
  "e_tot_ev": -30695.9138,
  "smiles": "COC(=O)[C@@H]1CCCN1C(=O)CCc1nnc(C2CCCCC2)o1",
  "gap_ha": 0.367
}

{
  "formula": "C17H25N5O5PdSSe",
  "method": "ωB97M-V/def2-TZVPD",
  "elements": ["Pd", "O", "C", "C", "N", "C", "C", "O", "O", "C", "C", "O", "O", "H", "H", "H", "H", "H", "H", "H", "H", "H", "C", "N", "C", "Se", "N", "C", "C", "C", "C", "C", "C", "H", "H", "H", "H", "H", "H", "H", "H", "C", "N", "C", "S", "N", "C", "H", "H", "H", "H", "H", "H", "H", "H"],
  "coordinates": [[0.933, -0.108, 0.465], [2.621, -0.986, 2.260], [3.921, -0.422, 2.464], [3.881, 0.802, 3.372], [3.003, 1.862, 2.891], [3.325, 2.504, 1.616], [2.393, 1.904, 0.576], [2.776, 0.870, -0.068], [1.214, 2.288, 0.566], [1.917, 2.228, 3.622], [0.302, 1.165, 3.546], [-0.188, 1.301, 4.611], [0.088, 0.626, 2.471], [2.288, -1.341, 3.095], [4.291, -0.172, 1.469], [4.593, -1.162, 2.906], [4.895, 1.201, 3.474], [3.535, 0.526, 4.370], [4.374, 2.318, 1.386], [3.147, 3.577, 1.705], [1.476, 3.173, 3.321], [2.046, 2.100, 4.691], [-1.970, -2.678, -0.067], [-1.229, -2.978, -1.283], [0.095, -2.923, -1.455], [1.419, -2.390, -0.211], [0.406, -3.361, -2.684], [-0.761, -3.694, -3.355], [-0.986, -4.179, -4.640], [-2.299, -4.430, -4.967], [-3.352, -4.211, -4.056], [-3.130, -3.729, -2.785], [-1.801, -3.464, -2.456], [-1.474, -1.858, 0.459], [-2.025, -3.566, 0.562], [-2.967, -2.355, -0.351], [1.345, -3.436, -3.045], [-0.182, -4.357, -5.337], [-2.533, -4.813, -5.948], [-4.361, -4.435, -4.366], [-3.942, -3.576, -2.092], [-2.441, 3.166, 1.127], [-1.711, 2.084, 0.479], [-1.362, 1.927, -0.781], [-0.584, 0.440, -1.311], [-1.596, 2.791, -1.755], [-2.131, 4.148, -1.711], [-2.891, 2.750, 2.027], [-3.243, 3.529, 0.489], [-1.778, 3.983, 1.406], [-1.302, 1.411, 1.120], [-1.303, 2.463, -2.664], [-3.219, 4.152, -1.737], [-1.755, 4.664, -2.591], [-1.766, 4.671, -0.832]],
  "e_tot_ev": -115367.9600,
  "total_charge": 2,
  "spin_multiplicity": 5,
  "gap_ha": [0.304, 0.195]
}

{
  "formula": "C17H26CdN4OS4Se",
  "method": "ωB97M-V/def2-TZVPD",
  "elements": ["Cd", "C", "C", "N", "N", "C", "S", "N", "N", "H", "H", "H", "H", "H", "H", "C", "C", "S", "C", "C", "S", "C", "C", "S", "H", "H", "H", "H", "H", "H", "H", "H", "H", "H", "H", "H", "C", "C", "O", "H", "H", "H", "Se", "C", "C", "C", "C", "C", "C", "H", "H", "H", "H", "H"],
  "coordinates": [[-0.071, -0.670, -1.421], [2.542, 4.441, -0.825], [3.217, 3.135, -0.976], [4.484, 2.883, -1.026], [4.589, 1.545, -1.215], [3.381, 0.943, -1.302], [3.056, -0.652, -1.569], [2.490, 1.976, -1.136], [1.121, 1.828, -1.114], [3.264, 5.212, -0.577], [1.781, 4.386, -0.045], [2.047, 4.708, -1.761], [5.487, 1.095, -1.277], [0.666, 2.608, -1.588], [0.752, 1.792, -0.155], [2.694, -1.787, 3.353], [1.239, -1.363, 3.289], [0.554, -1.138, 1.596], [-0.636, -2.509, 1.484], [-0.014, -3.848, 1.131], [0.868, -3.802, -0.476], [2.583, -4.166, 0.039], [3.232, -3.107, 0.913], [3.017, -3.456, 2.702], [3.003, -1.830, 4.398], [3.344, -1.093, 2.822], [1.121, -0.393, 3.772], [0.603, -2.091, 3.788], [-1.328, -2.188, 0.701], [-1.178, -2.567, 2.429], [-0.802, -4.597, 1.040], [0.704, -4.161, 1.887], [3.109, -4.244, -0.912], [2.591, -5.142, 0.525], [2.808, -2.122, 0.719], [4.306, -3.076, 0.724], [-3.088, -1.509, -1.656], [-1.728, -2.052, -1.966], [-1.526, -3.152, -2.394], [-3.813, -2.313, -1.540], [-3.389, -0.865, -2.484], [-3.055, -0.886, -0.763], [-1.760, 1.423, 0.206], [-3.370, 2.278, -0.400], [-3.385, 3.151, -1.479], [-4.576, 3.742, -1.864], [-5.749, 3.476, -1.181], [-5.727, 2.624, -0.090], [-4.544, 2.027, 0.299], [-2.479, 3.369, -2.028], [-4.598, 4.419, -2.708], [-6.678, 3.928, -1.496], [-6.639, 2.426, 0.457], [-4.518, 1.362, 1.150]],
  "e_tot_ev": -139308.5878,
  "gap_ha": 0.246
}